1.
A molecular structure, C40H44IN7O7Pb. Source: the Open Molecules 2025 dataset; level of theory: ωB97M-V/def2-TZVPD.

XYZ file:
```
100
Properties=species:S:1:pos:R:3:lowdin_charge:R:1
Pb 0.03011 0.41396 0.11174 1.586
O 0.37072 -3.29394 3.45419 0.117
C 0.49025 -2.28151 2.58323 -0.485
O -0.29120 -1.37308 2.54287 0.058
C 1.72061 -2.42220 1.73926 -0.167
C 2.58272 -3.49760 1.93360 0.039
C 3.74188 -3.55589 1.18150 -0.015
C 3.98749 -2.56393 0.25159 0.021
C 3.05996 -1.53368 0.09968 -0.151
N 1.96009 -1.46614 0.84900 0.127
C 3.22706 -0.41384 -0.88195 -0.431
O 4.28818 -0.43169 -1.69232 0.159
O 2.45992 0.50995 -0.96866 0.027
H -0.41713 -3.15105 3.99451 0.140
H 2.35090 -4.25880 2.66189 0.125
H 4.44832 -4.36153 1.32504 0.121
H 4.89773 -2.60514 -0.33190 0.115
H 4.83761 -1.21357 -1.58271 0.097
C 6.25083 5.75609 -2.73626 -0.091
O 5.83092 4.44340 -3.03742 -0.083
C 4.80249 4.29686 -3.91463 -0.284
C 4.41745 2.98612 -4.19429 0.008
C 3.37710 2.73162 -5.05930 -0.014
C 2.69862 3.78459 -5.68522 -0.302
C 3.11479 5.08563 -5.43020 -0.032
C 4.13997 5.34889 -4.53392 -0.021
N 1.70316 3.57989 -6.66742 0.061
N 0.79650 2.72727 -6.59058 0.063
C 0.43706 2.01914 -5.43219 -0.257
C 0.12569 0.68351 -5.61272 -0.032
C -0.13580 -0.16789 -4.54616 -0.017
C -0.09136 0.27388 -3.22301 -0.372
O -0.28547 -0.50952 -2.21199 -0.261
C 0.17496 1.67957 -3.01233 -0.145
N 0.21720 2.12294 -1.73317 0.014
C 0.41316 3.39818 -1.48938 -0.115
C 0.43887 4.35498 -2.51051 -0.016
C 0.37102 3.93598 -3.81145 0.002
C 0.35376 2.55636 -4.10857 -0.096
H 7.06617 5.65493 -2.02464 0.091
H 5.44833 6.34095 -2.27712 0.095
H 6.61316 6.27792 -3.62674 0.095
H 4.94272 2.17672 -3.70369 0.116
H 3.08423 1.70998 -5.26468 0.119
H 2.59286 5.90468 -5.90956 0.115
H 4.40997 6.37640 -4.33260 0.101
H 0.16802 0.29026 -6.62130 0.112
H -0.34766 -1.21438 -4.72676 0.106
H 0.48457 3.67980 -0.44522 0.098
H 0.48959 5.40523 -2.25920 0.111
H 0.30391 4.65872 -4.61019 0.117
C -3.93414 3.74083 -1.07346 -0.046
C -3.16166 3.86022 0.21636 -0.303
C -3.50672 4.82079 1.16672 -0.051
C -2.80180 4.87542 2.36341 -0.290
C -3.15868 5.90072 3.40876 -0.060
C -1.72965 4.02305 2.59299 -0.017
C -1.24368 3.13698 1.59673 -0.305
C -2.08333 3.03290 0.44987 -0.068
N -0.09569 2.40612 1.61364 -0.095
C 1.05509 2.60182 2.50573 -0.633
C 2.31374 2.74062 1.62551 -0.060
C 1.06860 3.84206 3.41825 -0.066
C 1.23322 1.35918 3.39528 -0.059
H -4.33593 4.70909 -1.37250 0.075
H -4.77502 3.04973 -0.96740 0.068
H -3.28982 3.37278 -1.87372 0.073
H -4.32379 5.50930 0.98044 0.106
H -4.22136 6.14256 3.38962 0.071
H -2.60272 6.82421 3.22805 0.079
H -2.89374 5.55102 4.40716 0.071
H -1.27182 4.05032 3.56830 0.078
H -1.83178 2.29621 -0.30095 0.056
H 2.33747 3.72472 1.15363 0.084
H 2.32444 1.99396 0.83628 0.031
H 3.21964 2.61958 2.22662 0.084
H 0.72692 4.72753 2.88500 0.084
H 2.09773 4.01370 3.74183 0.080
H 0.46533 3.70014 4.31433 0.072
H 1.49802 0.49616 2.78206 0.038
H 0.30348 1.13531 3.91933 0.086
H 2.02676 1.52274 4.13030 0.083
C -4.83043 0.63463 0.82596 -0.069
C -3.80333 -0.12626 0.00494 -0.284
O -2.51674 -0.11092 0.61348 -0.225
H -5.79179 0.64454 0.31085 0.080
H -4.49505 1.66075 0.98099 0.061
H -4.96613 0.15736 1.79938 0.078
H -3.67287 0.34446 -0.97039 0.116
H -4.12843 -1.16077 -0.15481 0.112
H -2.56277 -0.43786 1.51905 0.082
I -3.83148 -6.22696 -0.65625 0.813
C -2.55740 -4.58526 -0.63880 -0.778
C -2.18726 -3.83796 -1.73435 -0.160
N -1.33660 -2.90064 -1.28488 -0.001
N -1.13954 -2.98597 0.03381 0.038
C -1.87548 -4.01059 0.44345 -0.214
H -2.46394 -3.93523 -2.77009 0.116
H -0.92018 -2.10580 -1.80613 0.100
H -1.89085 -4.29748 1.48258 0.097
```

As for the energy: -2951.14277 Eh. The calculation puts the HOMO-LUMO gap at 4.9 eV. The HOMO energy comes out at -6.035 eV. The value obtained for the largest force on an atom is 0.843 eV/Å. The value obtained for the LUMO energy is -0.04187 Ha.

=====

2.
A single C4H6OS molecule. Source: the Open Molecules 2025 dataset; level of theory: ωB97M-V/def2-TZVPD.

XYZ file:
```
12
Properties=species:S:1:pos:R:3:lowdin_charge:R:1
C -1.13482 -1.07772 -1.17861 -0.049
C -0.13897 0.01809 -0.81598 -0.323
O 0.24625 0.93337 -1.65571 0.032
C 0.08181 0.02531 0.78914 -0.636
C 1.04785 1.08393 1.06067 -0.195
S -0.38861 -0.98930 2.11924 0.673
H -1.09726 -1.31071 -2.25960 0.094
H -0.63600 -1.90187 -0.70055 0.057
H -2.12065 -0.87513 -0.82780 0.081
H 0.72298 2.01840 0.73046 0.061
H 1.42358 1.15154 2.18204 0.115
H 1.99386 0.92408 0.55669 0.089
```

As for the energy: -629.35545 Eh. The calculation puts the HOMO-LUMO gap (spin up / spin down) at 7.4 / 7.4 eV. The HOMO energy (spin up / spin down) comes out at -9.125 / -9.125 eV. The value obtained for the largest force on an atom is 6.679 eV/Å. As for the SMILES: CC(=O)C(C)=S. The value obtained for the LUMO energy (spin up / spin down) is -0.06259 / -0.06260 Ha. The relative energy (zero: lowest compared OMol25 entry of this formula, charge and spin) is 57.6 kcal/mol.

=====

3.
A single C5H8N2 molecule. Source: the Open Molecules 2025 dataset; level of theory: ωB97M-V/def2-TZVPD.

XYZ file:
```
15
Properties=species:S:1:pos:R:3:lowdin_charge:R:1
H -1.69674 0.62592 1.43138 0.061
N -1.66696 -0.26038 0.93960 0.147
C -0.64026 -0.57987 0.30104 -0.298
C -0.51819 -1.83416 -0.50792 -0.063
C 0.49295 0.79836 -0.26323 -0.147
C 0.10802 2.21352 -0.40435 -0.085
C 1.39685 0.10107 0.28151 -0.263
N 1.88694 -0.75053 1.04686 0.108
H -1.47481 -2.03428 -0.99750 0.087
H -0.28589 -2.66382 0.16415 0.083
H 0.24985 -1.76885 -1.27535 0.077
H -0.30082 2.40354 -1.40135 0.072
H 0.95981 2.88348 -0.24408 0.084
H -0.65917 2.49999 0.32325 0.072
H 2.14841 -1.63400 0.60598 0.064
```

As for the energy: -304.69277 Eh. The calculation puts the HOMO-LUMO gap at 9.3 eV. The HOMO energy comes out at -8.568 eV. The value obtained for the largest force on an atom is 4.678 eV/Å. As for the SMILES: [H]/N=C(/C)C(C)=C=N. The value obtained for the LUMO energy is 0.02709 Ha. The relative energy (zero: lowest compared OMol25 entry of this formula, charge and spin) is 89.6 kcal/mol.

=====

4.
A single C2H5N3O2S molecule. Source: the Open Molecules 2025 dataset; level of theory: ωB97M-V/def2-TZVPD.

XYZ file:
```
13
Properties=species:S:1:pos:R:3:lowdin_charge:R:1
C -1.61513 0.86877 -0.61642 -0.168
C -0.17701 -0.66913 0.20077 -0.389
N -1.39582 -0.30233 -1.62678 -0.011
N -0.57615 -1.08229 -1.23789 -0.018
N -0.47171 0.69062 0.25089 -0.063
O 2.16868 0.51764 0.88941 -0.345
O 1.79600 -1.99929 1.44747 -0.484
S 1.80503 -1.05995 0.36703 0.947
H -1.54424 1.77282 -1.25805 0.118
H -2.60723 0.72450 -0.16281 0.111
H -0.79354 -1.39870 0.85809 0.152
H 3.14163 0.64486 0.91544 0.066
H 0.26949 1.29249 -0.02713 0.083
```

As for the energy: -792.04192 Eh. The calculation puts the HOMO-LUMO gap at 9.6 eV. The HOMO energy comes out at -9.332 eV. The value obtained for the largest force on an atom is 2.794 eV/Å. The value obtained for the LUMO energy is 0.01146 Ha. The relative energy (zero: lowest compared OMol25 entry of this formula, charge and spin) is 77.4 kcal/mol.